(1)
The following is a DFT calculation (the ωB97M-V functional and the def2-TZVPD basis) of C45H40N7O2PSn as an isolated structure at a distorted geometry.

Cartesian coordinates (Å):
Sn -0.782 -0.310 -0.091
C 1.868 -3.641 -0.770
O 0.554 -4.272 -0.546
C -0.244 -3.234 -0.437
N 0.271 -2.046 -0.594
C 1.575 -2.194 -1.163
C 1.480 -1.677 -2.586
C 2.640 -1.137 -3.201
C 2.533 -0.696 -4.481
C 1.348 -0.675 -5.196
C 0.205 -1.267 -4.624
C 0.310 -1.772 -3.310
C -1.717 -3.334 -0.145
C -2.471 -4.464 -0.268
C -3.789 -4.300 -0.645
C -4.328 -3.043 -0.807
C -3.529 -1.923 -0.492
N -2.230 -2.103 -0.195
C -3.688 -0.523 -0.967
N -2.700 0.321 -0.880
C -3.205 1.688 -1.327
C -4.612 1.345 -1.787
O -4.836 -0.069 -1.490
C -2.310 2.278 -2.403
C -1.913 1.462 -3.484
C -1.083 1.941 -4.478
C -0.604 3.226 -4.380
C -0.944 4.026 -3.259
C -1.908 3.595 -2.320
H 2.386 -4.225 -1.537
H 2.398 -3.746 0.151
H 2.301 -1.658 -0.600
H 3.545 -1.189 -2.604
H 3.433 -0.310 -4.908
H 1.257 -0.174 -6.159
H -0.805 -1.289 -5.035
H -0.664 -2.269 -2.895
H -2.007 -5.454 -0.209
H -4.384 -5.153 -1.039
H -5.414 -2.864 -1.075
H -3.127 2.291 -0.470
H -4.746 1.478 -2.844
H -5.276 1.978 -1.144
H -2.132 0.407 -3.462
H -0.704 1.201 -5.187
H 0.090 3.660 -5.131
H -0.668 5.038 -3.102
H -2.219 4.270 -1.511
N 0.745 1.139 1.970
P -0.692 0.357 2.276
C -0.512 -1.125 3.136
C -1.553 -1.588 3.971
C -1.460 -2.846 4.629
C -0.270 -3.608 4.463
C 0.686 -3.164 3.604
C 0.551 -1.965 2.932
C -1.927 1.470 2.920
C -1.527 2.563 3.658
C -2.480 3.397 4.224
C -3.813 3.102 4.067
C -4.230 2.010 3.343
C -3.256 1.152 2.769
C 1.254 1.710 0.816
C 2.206 2.690 0.848
C 2.657 3.198 -0.349
C 2.041 2.853 -1.536
C 1.157 1.755 -1.564
N 0.767 1.203 -0.408
H 1.316 1.428 2.772
H -2.383 -0.968 4.230
H -2.226 -3.190 5.283
H -0.015 -4.608 4.850
H 1.574 -3.737 3.338
H 1.371 -1.568 2.336
H -0.486 2.896 3.747
H -2.187 4.309 4.780
H -4.577 3.755 4.467
H -5.298 1.740 3.250
H -3.523 0.313 2.164
H 2.678 2.870 1.794
H 3.459 3.925 -0.358
H 2.475 3.228 -2.469
H 0.851 1.403 -2.545
N 6.997 1.280 1.690
C 5.813 0.721 1.686
C 5.080 0.561 0.493
C 3.829 0.004 0.548
N 3.258 -0.496 1.655
C 4.036 -0.442 2.754
C 5.220 0.199 2.880
H 7.508 1.537 0.873
H 7.536 1.399 2.529
H 5.539 0.835 -0.462
H 3.303 -0.137 -0.355
H 3.569 -0.917 3.607
H 5.786 0.165 3.782

## Properties
- Net charge: +4
- Calculated total energy: -2826.8337 Eh
- LUMO energy: -12.2 eV
- HOMO energy: -17.098 eV

(2)
The following is a DFT calculation (the ωB97M-V functional and the def2-TZVPD basis) of C45H40N9O2P2SSe3W as an isolated structure at a distorted geometry.

Cartesian coordinates (Å):
W -0.173 0.696 1.074
Se 6.280 -1.605 0.452
P 5.592 0.453 0.330
C 5.976 1.288 1.895
C 5.412 0.758 3.056
C 5.854 1.197 4.290
C 6.852 2.160 4.366
C 7.384 2.710 3.210
C 6.962 2.266 1.967
C 6.286 1.353 -1.078
C 6.016 2.712 -1.219
C 6.606 3.413 -2.254
C 7.463 2.768 -3.135
C 7.734 1.416 -2.985
C 7.146 0.700 -1.957
C 3.800 0.260 0.194
C 2.662 1.050 0.037
N 1.599 0.176 0.121
N 2.102 -1.063 0.318
N 3.377 -1.016 0.354
P 2.013 2.773 -0.045
Se -0.247 2.322 2.716
C 3.199 3.564 1.098
C 3.243 3.052 2.395
C 3.995 3.692 3.361
C 4.746 4.812 3.033
C 4.740 5.291 1.734
C 3.953 4.687 0.768
C 2.549 3.374 -1.674
C 3.172 2.580 -2.629
C 3.574 3.145 -3.828
C 3.360 4.493 -4.075
C 2.721 5.280 -3.127
C 2.297 4.722 -1.934
H 4.649 -0.008 2.977
H 5.436 0.782 5.196
H 7.221 2.473 5.331
H 8.143 3.475 3.271
H 7.403 2.673 1.069
H 5.361 3.212 -0.519
H 6.410 4.468 -2.364
H 7.925 3.325 -3.935
H 8.414 0.917 -3.658
H 7.357 -0.354 -1.831
H 2.668 2.158 2.642
H 3.983 3.330 4.375
H 5.321 5.320 3.790
H 5.324 6.158 1.470
H 3.926 5.098 -0.231
H 3.348 1.529 -2.438
H 4.065 2.531 -4.567
H 3.690 4.927 -5.006
H 2.556 6.330 -3.315
H 1.783 5.327 -1.197
C 1.534 -0.295 5.135
O 1.273 -1.554 4.484
C 0.837 -1.578 3.273
O 0.659 -0.538 2.558
N 0.563 -2.770 2.743
N 0.048 -2.762 1.431
H 1.371 -0.473 6.195
H 0.869 0.496 4.780
H 2.574 -0.018 4.962
H 0.762 -3.628 3.252
H -0.691 -3.462 1.355
H 0.787 -3.001 0.764
Se -3.468 -0.310 2.790
N -4.173 -1.464 1.681
C -3.403 -1.662 0.612
C -3.612 -2.498 -0.496
C -2.638 -2.513 -1.485
C -1.486 -1.752 -1.390
N -1.236 -0.928 -0.333
C -2.197 -0.912 0.607
N -1.984 -0.085 1.671
H -4.498 -3.105 -0.558
H -2.781 -3.128 -2.359
H -0.729 -1.774 -2.158
N -1.090 1.809 -0.404
S -1.679 3.370 -0.101
C -2.174 3.900 -1.747
C -1.572 3.350 -2.867
C -2.014 3.742 -4.120
C -3.016 4.694 -4.238
C -3.573 5.273 -3.107
C -3.153 4.878 -1.847
C -3.288 2.939 0.588
C -4.218 2.252 -0.188
C -5.430 1.899 0.382
C -5.706 2.234 1.702
C -4.775 2.932 2.457
C -3.553 3.287 1.905
H -1.596 1.458 -1.229
H -0.765 2.635 -2.770
H -1.577 3.298 -5.001
H -3.356 4.987 -5.218
H -4.340 6.024 -3.204
H -3.576 5.320 -0.958
H -4.014 2.023 -1.228
H -6.166 1.382 -0.214
H -6.655 1.958 2.134
H -5.002 3.216 3.472
H -2.818 3.820 2.490

## Properties
- Net charge: +3
- Calculated total energy: -10733.4427 Eh
- LUMO energy (alpha / beta): -9.6 / -9.5 eV
- Spin multiplicity: 3
- HOMO energy (alpha / beta): -14.589 / -14.746 eV
- Energy relative to the best compared isomer or geometry (same formula, charge and spin): 269.07 kJ/mol

(3)
The following is a DFT calculation (the ωB97M-V functional and the def2-TZVPD basis) of C45H41F5N8OS2SiTc as an isolated structure at a distorted geometry.

Cartesian coordinates (Å):
Tc -0.206 -0.371 0.349
N -1.166 -2.027 1.384
C -0.800 -1.958 2.784
C -1.046 -2.992 3.666
C -0.686 -2.867 5.008
C -0.146 -1.694 5.481
C 0.084 -0.610 4.612
C 0.596 0.634 5.037
C 0.789 1.630 4.099
C 0.526 1.378 2.762
N 0.068 0.206 2.307
C -0.208 -0.765 3.230
H -2.195 -2.022 1.312
H -0.868 -2.931 1.006
H -1.513 -3.901 3.320
H -0.838 -3.698 5.678
H 0.119 -1.585 6.521
H 0.815 0.782 6.082
H 1.159 2.599 4.390
H 0.702 2.145 2.020
N -2.303 0.090 -2.255
C -1.505 -0.974 -2.422
N -1.660 -1.693 -3.518
C -0.805 -2.707 -3.717
N -0.962 -3.479 -4.786
N 0.199 -2.989 -2.884
C 0.312 -2.249 -1.794
N -0.559 -1.220 -1.480
C 1.378 -2.462 -0.875
C 2.356 -3.459 -1.054
C 3.398 -3.555 -0.170
C 3.450 -2.655 0.911
C 2.438 -1.734 1.059
N 1.421 -1.610 0.202
H -3.057 0.206 -2.912
H -2.353 0.521 -1.341
H -1.661 -3.260 -5.475
H -0.306 -4.225 -4.943
H 2.264 -4.106 -1.910
H 4.160 -4.304 -0.303
H 4.263 -2.676 1.615
H 2.446 -1.049 1.896
F -1.122 5.140 -4.453
C -0.674 4.283 -3.551
C -0.417 2.960 -3.909
F -0.642 2.538 -5.150
C 0.078 2.085 -2.952
F 0.320 0.813 -3.279
C 0.359 2.498 -1.655
S 1.199 1.429 -0.535
C 0.059 3.811 -1.309
F 0.284 4.203 -0.053
C -0.465 4.705 -2.237
F -0.761 5.946 -1.882
C 4.121 -0.182 -1.392
Si 3.353 1.534 -1.580
C 4.053 2.825 -0.386
C 2.989 1.980 -3.379
C 2.842 0.953 -4.320
C 2.596 1.232 -5.649
C 2.522 2.547 -6.076
C 2.685 3.578 -5.164
C 2.903 3.301 -3.828
H 4.998 -0.241 -2.032
H 3.454 -0.988 -1.680
H 4.452 -0.359 -0.375
H 5.082 3.059 -0.640
H 4.053 2.447 0.634
H 3.502 3.760 -0.392
H 2.890 -0.078 -4.002
H 2.473 0.426 -6.355
H 2.339 2.773 -7.113
H 2.652 4.602 -5.500
H 3.012 4.115 -3.128
O -2.183 0.780 0.521
S -2.939 1.164 1.780
C -4.537 0.202 1.758
C -4.406 -1.124 1.098
C -4.508 -1.204 -0.287
C -4.422 -2.429 -0.924
C -4.252 -3.587 -0.182
C -4.155 -3.520 1.198
C -4.216 -2.291 1.838
C -3.671 2.835 1.433
C -4.357 2.899 0.113
C -5.744 2.802 0.027
C -6.367 2.766 -1.209
C -5.613 2.831 -2.370
C -4.236 2.971 -2.293
C -3.610 3.004 -1.057
H -5.288 0.794 1.240
H -4.800 0.113 2.810
H -4.693 -0.303 -0.852
H -4.516 -2.491 -1.997
H -4.208 -4.544 -0.676
H -4.053 -4.426 1.776
H -4.163 -2.239 2.915
H -2.837 3.533 1.501
H -4.358 2.994 2.264
H -6.340 2.789 0.928
H -7.441 2.694 -1.259
H -6.099 2.788 -3.331
H -3.651 3.070 -3.196
H -2.536 3.118 -0.993

## Properties
- Net charge: +2
- Calculated total energy: -3918.4092 Eh
- LUMO energy (alpha / beta): -5.6 / -5.6 eV
- Spin multiplicity: 2
- HOMO energy (alpha / beta): -12.412 / -12.033 eV

(4)
The following is a DFT calculation (the ωB97M-V functional and the def2-TZVPD basis) of C45H41N2O2P2Ru as an isolated structure.

Cartesian coordinates (Å):
Ru -0.154 -1.110 -1.686
C -1.181 -3.938 -4.928
C -0.065 -3.844 -5.743
C 0.982 -3.012 -5.371
C 0.889 -2.294 -4.193
N -0.200 -2.399 -3.400
C -1.209 -3.198 -3.762
C 1.933 -1.359 -3.717
C 3.113 -1.115 -4.395
C 4.024 -0.205 -3.879
C 3.739 0.446 -2.689
C 2.553 0.157 -2.049
N 1.671 -0.724 -2.550
H -2.018 -4.569 -5.187
H -0.006 -4.409 -6.663
H 1.853 -2.929 -6.004
H -2.055 -3.237 -3.091
H 3.326 -1.621 -5.324
H 4.948 -0.006 -4.407
H 4.421 1.164 -2.257
H 2.290 0.630 -1.112
C -4.615 4.433 1.214
C -3.950 3.629 0.169
C -4.653 2.553 -0.446
C -4.080 1.801 -1.430
C -4.824 0.722 -2.154
C -2.726 2.105 -1.780
C -2.014 3.220 -1.231
C -0.681 3.603 -1.792
C -2.623 3.931 -0.237
C -2.056 1.309 -2.858
O -2.237 1.654 -3.991
O -1.265 0.328 -2.484
H -5.663 4.614 0.969
H -4.101 5.372 1.406
H -4.619 3.853 2.147
H -5.672 2.358 -0.134
H -5.687 0.389 -1.581
H -4.186 -0.135 -2.377
H -5.180 1.103 -3.114
H -0.821 4.052 -2.778
H -0.031 2.736 -1.925
H -0.186 4.326 -1.150
H -2.108 4.758 0.237
C 0.190 -0.376 1.946
P 0.656 -1.346 0.496
C 2.324 -1.988 0.538
C 2.682 -2.903 -0.464
C 3.970 -3.401 -0.518
C 4.913 -2.991 0.421
C 4.564 -2.083 1.410
C 3.275 -1.574 1.471
C -0.511 -2.715 0.334
C -1.724 -2.335 -0.276
C -2.731 -3.274 -0.509
C -2.526 -4.587 -0.133
C -1.320 -4.972 0.461
C -0.308 -4.056 0.677
P 1.136 1.244 2.154
C -0.183 2.361 2.749
C -1.175 1.973 3.654
C -2.041 2.912 4.188
C -1.913 4.255 3.843
C -0.931 4.652 2.948
C -0.073 3.705 2.397
C 2.079 0.914 3.679
C 3.286 1.610 3.767
C 4.079 1.509 4.900
C 3.681 0.699 5.952
C 2.486 -0.003 5.874
C 1.686 0.106 4.746
H 0.382 -1.063 2.776
H -0.887 -0.202 1.898
H 1.956 -3.237 -1.197
H 4.240 -4.120 -1.280
H 5.918 -3.389 0.384
H 5.294 -1.774 2.146
H 3.023 -0.875 2.256
H -1.978 -1.273 -0.416
H -3.672 -2.966 -0.948
H -3.307 -5.321 -0.281
H -1.182 -6.000 0.770
H 0.623 -4.366 1.133
H -1.247 0.940 3.977
H -2.789 2.607 4.910
H -2.561 4.994 4.296
H -0.812 5.699 2.700
H 0.717 4.020 1.726
H 3.607 2.240 2.944
H 5.008 2.060 4.958
H 4.300 0.614 6.835
H 2.172 -0.631 6.697
H 0.746 -0.434 4.737

## Properties
- Net charge: +3
- Calculated total energy: -2776.0450 Eh
- LUMO energy (alpha / beta): -9.0 / -10.8 eV
- Spin multiplicity: 5
- HOMO energy (alpha / beta): -15.422 / -15.422 eV
- Energy relative to the best compared isomer or geometry (same formula, charge and spin): 0.00 kJ/mol

(5)
The following is a DFT calculation (the ωB97M-V functional and the def2-TZVPD basis) of C45H42AsMoO6P2S2Si as an isolated structure.

Cartesian coordinates (Å):
Mo -0.174 -0.744 -0.346
C 3.293 -2.613 0.475
Si 2.347 -1.161 -0.306
C 3.142 -1.154 -2.024
C 4.472 -1.496 -2.294
C 4.989 -1.387 -3.574
C 4.194 -0.906 -4.611
C 2.876 -0.568 -4.367
C 2.347 -0.729 -3.084
P 0.633 -0.326 -2.657
C -0.515 -1.250 -3.731
C -1.651 -1.814 -3.157
C -2.596 -2.469 -3.934
C -2.405 -2.570 -5.302
C -1.285 -1.994 -5.890
C -0.352 -1.326 -5.115
C 0.489 1.377 -3.283
C 1.557 2.255 -3.095
C 1.438 3.585 -3.465
C 0.248 4.049 -4.014
C -0.817 3.179 -4.199
C -0.700 1.846 -3.830
C 3.117 0.302 0.660
C 4.434 0.757 0.541
C 4.943 1.698 1.421
C 4.163 2.188 2.467
C 2.859 1.753 2.612
C 2.341 0.839 1.691
P 0.643 0.249 1.778
C 0.511 -0.600 3.387
C 1.484 -1.545 3.712
C 1.439 -2.210 4.927
C 0.421 -1.932 5.830
C -0.543 -0.985 5.518
C -0.500 -0.321 4.300
C -0.451 1.736 2.056
C -0.274 3.043 2.195
C -1.353 3.917 1.569
C -2.838 3.850 2.136
C -3.646 3.000 1.200
C -1.771 1.343 1.437
H 4.343 -2.312 0.527
H 3.237 -3.514 -0.141
H 2.988 -2.875 1.485
H 5.114 -1.853 -1.496
H 6.019 -1.664 -3.767
H 4.607 -0.791 -5.605
H 2.279 -0.156 -5.169
H -1.843 -1.704 -2.098
H -3.484 -2.884 -3.473
H -3.135 -3.082 -5.914
H -1.145 -2.052 -6.962
H 0.491 -0.854 -5.597
H 2.483 1.896 -2.660
H 2.272 4.261 -3.325
H 0.152 5.090 -4.295
H -1.744 3.537 -4.629
H -1.541 1.177 -3.965
H 5.068 0.366 -0.248
H 5.964 2.044 1.309
H 4.578 2.904 3.165
H 2.252 2.102 3.441
H 2.303 -1.719 3.027
H 2.204 -2.937 5.173
H 0.388 -2.446 6.782
H -1.330 -0.760 6.226
H -1.266 0.408 4.067
H 0.643 3.503 2.543
H -1.025 4.949 1.543
H -3.193 4.847 2.388
H -4.615 3.177 0.759
H -1.745 0.276 1.388
O -2.596 -1.695 2.455
As -3.548 -1.119 1.060
O -4.706 -2.175 0.657
O -2.285 -0.863 -0.083
C -4.087 0.563 1.920
C -5.170 0.642 2.690
C -5.359 1.795 3.594
C -4.412 2.703 3.843
C -3.075 2.688 3.159
C -3.163 1.751 1.912
S -1.532 2.000 -0.219
O -2.552 1.827 -1.192
O -1.373 3.544 0.124
O -0.185 1.531 -0.593
H -3.015 -2.505 2.775
H -5.893 -0.165 2.715
H -6.297 1.848 4.133
H -4.574 3.466 4.597
H -2.259 2.523 3.871
C -0.963 -4.291 -1.077
S -0.683 -3.184 0.325
C 0.580 -4.143 1.171
H -1.004 -5.304 -0.680
H -0.176 -4.198 -1.821
H -1.929 -4.043 -1.506
H 1.421 -4.344 0.520
H 0.116 -5.073 1.493
H 0.895 -3.577 2.042

## Properties
- Net charge: +1
- Calculated total energy: -6263.6336 Eh
- LUMO energy (alpha / beta): -3.2 / -3.2 eV
- Spin multiplicity: 3
- HOMO energy (alpha / beta): -10.546 / -10.392 eV
- Energy relative to the best compared isomer or geometry (same formula, charge and spin): 716.96 kJ/mol